# 1
A molecular structure, C18H40BrINP. Source: OMol25; level of theory: ωB97M-V/def2-TZVPD.

The highest occupied orbital energy is -8.97 eV. The energy relative to the best compared isomer or geometry (same formula, charge and spin) comes out at 10.3 kJ/mol. For the lowest unoccupied orbital energy, the calculation gives 0.036 eV. Its total charge is 0. The multiplicity is 1. The frontier orbital gap comes out at 0.3309 hartree.

```
62
C18H40BrINP (ωB97M-V/def2-TZVPD)
C 1.434 -2.583 -0.609
C 0.435 -1.431 -0.596
C -0.967 -1.765 -0.068
Br -0.980 -1.743 1.876
P -1.557 -3.438 -0.599
I -1.943 -2.952 -2.973
C -3.290 -3.596 0.022
C -4.393 -2.746 -0.568
C -4.348 -1.238 -0.448
N -5.355 -3.355 -1.132
H 1.208 -3.329 -1.369
H 1.493 -3.069 0.365
H 2.429 -2.199 -0.830
H 0.301 -1.060 -1.612
H 0.851 -0.638 0.020
H -1.630 -0.969 -0.381
H -3.293 -3.498 1.109
H -3.552 -4.630 -0.200
H -5.296 -0.899 -0.034
H -3.573 -0.890 0.222
H -4.209 -0.800 -1.433
H -6.047 -2.691 -1.476
C -1.261 1.826 -4.167
C -0.799 2.371 -2.819
C -1.558 1.779 -1.633
C -3.060 2.065 -1.615
C -3.431 3.546 -1.633
C -2.913 4.318 -0.423
H -2.308 2.061 -4.363
H -0.671 2.252 -4.979
H -1.144 0.741 -4.201
H -0.884 3.461 -2.812
H 0.264 2.150 -2.694
H -1.104 2.143 -0.706
H -1.415 0.693 -1.631
H -3.489 1.604 -0.719
H -3.536 1.568 -2.465
H -4.520 3.629 -1.668
H -3.063 4.014 -2.550
H -3.296 3.888 0.505
H -3.227 5.361 -0.463
H -1.823 4.307 -0.373
C 3.766 1.492 0.939
C 4.012 -0.010 1.054
C 3.260 -0.662 2.213
C 3.639 -0.147 3.602
C 5.119 -0.282 3.954
C 5.612 -1.726 3.968
H 4.111 2.026 1.826
H 4.294 1.909 0.081
H 2.702 1.703 0.813
H 5.085 -0.200 1.146
H 3.699 -0.492 0.124
H 3.412 -1.744 2.170
H 2.186 -0.507 2.068
H 3.047 -0.691 4.345
H 3.346 0.902 3.695
H 5.281 0.159 4.941
H 5.726 0.305 3.258
H 5.043 -2.323 4.682
H 6.664 -1.775 4.254
H 5.518 -2.194 2.987
```

Need the Mulliken charges? In units of e they are: atom 1 (C): -1.495, atom 2 (C): 0.007, atom 3 (C): 0.840, atom 4 (Br): -0.098, atom 5 (P): -0.028, atom 6 (I): -0.120, atom 7 (C): -0.680, atom 8 (C): 0.576, atom 9 (C): -1.059, atom 10 (N): -0.696, atom 11 (H): 0.461, atom 12 (H): 0.307, atom 13 (H): 0.376, atom 14 (H): 0.215, atom 15 (H): 0.137, atom 16 (H): -0.730, atom 17 (H): 0.439, atom 18 (H): 0.353, atom 19 (H): 0.515, atom 20 (H): 0.231, atom 21 (H): 0.279, atom 22 (H): 0.255, atom 23 (C): -1.170, atom 24 (C): -0.684, atom 25 (C): 0.305, atom 26 (C): -0.559, atom 27 (C): -0.731, atom 28 (C): -1.201, atom 29 (H): 0.290, atom 30 (H): 0.415, atom 31 (H): 0.231, atom 32 (H): 0.341, atom 33 (H): 0.413, atom 34 (H): 0.519, atom 35 (H): -0.670, atom 36 (H): 0.278, atom 37 (H): 0.443, atom 38 (H): 0.388, atom 39 (H): 0.295, atom 40 (H): 0.295, atom 41 (H): 0.394, atom 42 (H): 0.286, atom 43 (C): -1.243, atom 44 (C): -0.292, atom 45 (C): 0.003, atom 46 (C): -0.939, atom 47 (C): -0.438, atom 48 (C): -1.169, atom 49 (H): 0.307, atom 50 (H): 0.408, atom 51 (H): 0.237, atom 52 (H): 0.393, atom 53 (H): 0.088, atom 54 (H): 0.349, atom 55 (H): 0.023, atom 56 (H): 0.409, atom 57 (H): 0.354, atom 58 (H): 0.374, atom 59 (H): 0.227, atom 60 (H): 0.294, atom 61 (H): 0.382, atom 62 (H): 0.271



# 2
C7H11NO in the gas phase in a non-equilibrium geometry. Source: OMol25; level of theory: ωB97M-V/def2-TZVPD.

The highest occupied orbital energy is -8.38 eV. The energy relative to the best compared isomer or geometry (same formula, charge and spin) comes out at 147.8 kJ/mol. For the lowest unoccupied orbital energy, the calculation gives 0.930 eV. Its total charge is 0. The multiplicity is 1. The SMILES is CC(C)(O)c1cc[nH]c1. The frontier orbital gap comes out at 0.3422 hartree.

```
20
C7H11NO (ωB97M-V/def2-TZVPD)
C 1.681 0.588 1.177
C 0.981 -0.219 0.028
C 1.491 0.182 -1.363
O 1.346 -1.626 0.105
C -0.512 -0.086 0.098
C -1.321 1.083 0.205
C -2.629 0.757 0.144
N -2.682 -0.662 -0.157
C -1.350 -1.097 -0.126
H 2.612 1.042 0.927
H 0.888 1.245 1.496
H 1.877 -0.182 2.009
H 2.640 0.107 -1.494
H 1.315 1.169 -1.635
H 1.119 -0.511 -2.090
H 1.438 -2.092 0.932
H -0.924 2.031 0.533
H -3.455 1.541 0.091
H -3.531 -1.194 -0.356
H -0.984 -2.075 -0.523
```

Need the Mulliken charges? In units of e they are: atom 1 (C): -1.232, atom 2 (C): 1.292, atom 3 (C): -1.576, atom 4 (O): -0.622, atom 5 (C): 0.080, atom 6 (C): -0.565, atom 7 (C): -0.607, atom 8 (N): -0.060, atom 9 (C): -0.376, atom 10 (H): 0.334, atom 11 (H): 0.354, atom 12 (H): 0.264, atom 13 (H): 0.329, atom 14 (H): 0.396, atom 15 (H): 0.417, atom 16 (H): 0.336, atom 17 (H): 0.376, atom 18 (H): 0.314, atom 19 (H): 0.198, atom 20 (H): 0.349



# 3
13 unconnected molecules or ions with the total composition C15H40F18N11O26P2S6 in a non-equilibrium geometry. Source: OMol25; level of theory: ωB97M-V/def2-TZVPD.

The highest occupied orbital energy (alpha / beta) is 3.68 / 1.00 eV. Its expectation value of S² is 0.7520. For the lowest unoccupied orbital energy (alpha / beta), the calculation gives 5.378 / 5.368 eV. Its total charge is -4. The multiplicity is 2. The frontier orbital gap (alpha / beta) comes out at 0.0623 / 0.1606 hartree.

```
118
C15H40F18N11O26P2S6 (ωB97M-V/def2-TZVPD)
C -15.373 7.285 26.685
C -15.035 7.800 28.066
O -15.577 7.368 29.103
N -13.970 8.812 28.280
H -14.133 9.600 27.669
H -14.080 9.041 29.257
C -12.654 8.041 28.254
H -14.652 6.521 26.395
H -15.271 8.064 25.929
H -16.406 6.938 26.730
H -11.837 8.759 28.312
H -12.592 7.448 27.341
H -12.679 7.377 29.119
C -11.073 5.899 18.607
C -12.434 5.934 19.295
O -13.034 4.953 19.582
N -13.151 7.274 19.438
H -13.114 7.383 20.441
H -12.552 7.961 19.003
C -14.543 7.394 18.929
H -10.808 4.861 18.404
H -10.230 6.344 19.135
H -11.176 6.397 17.643
H -15.012 8.361 19.114
H -15.079 6.656 19.525
H -14.618 7.019 17.908
C -22.383 6.271 21.203
C -21.757 7.503 21.690
O -22.356 8.382 22.295
N -20.212 7.621 21.482
H -19.739 7.037 22.157
H -20.024 7.400 20.515
C -19.759 9.102 21.514
H -21.512 5.645 21.012
H -22.953 6.441 20.290
H -22.867 5.800 22.058
H -20.363 9.629 20.775
H -18.685 9.121 21.329
H -19.869 9.613 22.470
C -15.256 15.223 22.393
C -15.880 16.552 22.175
O -15.222 17.536 22.154
N -17.472 16.554 22.214
H -18.005 15.696 22.209
H -17.786 17.242 22.883
C -17.887 17.062 20.840
H -14.195 15.425 22.244
H -15.595 14.452 21.701
H -15.433 14.938 23.430
H -18.253 18.075 21.000
H -18.711 16.381 20.627
H -17.130 16.976 20.060
C -16.069 10.662 23.282
C -15.462 10.139 22.004
O -15.980 9.245 21.380
N -13.994 10.388 21.901
H -13.673 10.651 22.821
H -13.652 9.465 21.671
C -13.518 11.478 20.883
H -17.067 10.269 23.477
H -16.082 11.744 23.411
H -15.523 10.153 24.076
H -13.809 12.491 21.159
H -14.043 11.280 19.948
H -12.434 11.376 20.820
P -18.626 13.017 21.386
F -18.584 14.147 20.280
F -18.679 14.272 22.465
F -20.233 13.071 21.230
F -18.878 12.066 22.581
F -18.659 11.745 20.379
F -17.071 12.948 21.675
P -18.440 10.455 27.516
F -17.757 9.918 26.089
F -19.890 10.321 26.690
F -18.433 8.928 27.981
F -19.150 10.945 28.884
F -16.938 10.569 28.290
F -18.517 12.020 26.882
N -12.964 7.754 22.076
S -12.754 7.038 23.319
O -12.596 7.824 24.555
O -12.030 5.791 23.274
F -14.290 6.557 23.463
S -11.327 8.422 22.136
O -10.143 7.568 21.788
O -11.117 9.485 23.098
F -11.464 9.306 20.769
N -19.610 6.687 19.105
S -20.463 6.639 17.879
O -19.974 5.993 16.644
O -21.396 7.707 17.685
F -21.366 5.396 18.415
S -18.463 7.735 18.328
O -19.049 9.066 18.187
O -17.563 7.285 17.293
F -17.419 7.934 19.570
N -14.661 14.930 16.794
S -15.813 15.648 16.177
O -16.756 16.403 17.014
O -16.394 14.979 14.997
F -14.883 16.856 15.628
S -15.463 14.100 18.022
O -16.863 13.683 17.796
O -15.015 14.498 19.310
F -14.630 12.786 17.735
N -11.958 9.761 17.331
O -11.688 9.941 16.126
O -12.852 10.261 17.949
O -11.128 9.050 17.971
N -13.404 11.386 25.824
O -13.295 11.682 24.661
O -12.656 11.882 26.702
O -14.270 10.610 26.139
N -10.000 14.155 20.249
O -8.910 14.350 20.806
O -10.290 14.618 19.109
O -10.867 13.523 20.825
```

Atomic partial charges in e from the Mulliken method, atoms 1 to 99: atom 1 (C): -0.520, atom 2 (C): 0.474, atom 3 (O): -0.608, atom 4 (N): 0.395, atom 5 (H): 0.262, atom 6 (H): 0.390, atom 7 (C): -0.776, atom 8 (H): 0.373, atom 9 (H): -0.239, atom 10 (H): 0.380, atom 11 (H): 0.333, atom 12 (H): 0.250, atom 13 (H): 0.373, atom 14 (C): -1.195, atom 15 (C): 0.942, atom 16 (O): -0.518, atom 17 (N): 1.182, atom 18 (H): -0.217, atom 19 (H): -0.171, atom 20 (C): -1.123, atom 21 (H): 0.390, atom 22 (H): 0.259, atom 23 (H): 0.310, atom 24 (H): 0.189, atom 25 (H): 0.603, atom 26 (H): 0.392, atom 27 (C): -1.058, atom 28 (C): 0.722, atom 29 (O): -0.458, atom 30 (N): 0.306, atom 31 (H): 0.416, atom 32 (H): 0.206, atom 33 (C): -1.202, atom 34 (H): 0.352, atom 35 (H): 0.264, atom 36 (H): 0.358, atom 37 (H): 0.394, atom 38 (H): 0.026, atom 39 (H): 0.732, atom 40 (C): -0.405, atom 41 (C): 0.324, atom 42 (O): -0.514, atom 43 (N): 0.247, atom 44 (H): 0.213, atom 45 (H): 0.396, atom 46 (C): -0.721, atom 47 (H): 0.454, atom 48 (H): -0.279, atom 49 (H): 0.485, atom 50 (H): 0.291, atom 51 (H): 0.344, atom 52 (H): 0.287, atom 53 (C): -0.377, atom 54 (C): 0.404, atom 55 (O): -0.414, atom 56 (N): 1.817, atom 57 (H): 0.279, atom 58 (H): -0.801, atom 59 (C): -0.327, atom 60 (H): 0.047, atom 61 (H): 0.281, atom 62 (H): -0.239, atom 63 (H): -0.063, atom 64 (H): 0.270, atom 65 (H): 0.404, atom 66 (P): 1.636, atom 67 (F): -0.327, atom 68 (F): -0.685, atom 69 (F): -0.444, atom 70 (F): -0.376, atom 71 (F): -0.293, atom 72 (F): -0.543, atom 73 (P): 1.267, atom 74 (F): -0.343, atom 75 (F): -0.397, atom 76 (F): -0.388, atom 77 (F): -0.364, atom 78 (F): -0.366, atom 79 (F): -0.383, atom 80 (N): -0.597, atom 81 (S): 0.850, atom 82 (O): -0.690, atom 83 (O): -0.816, atom 84 (F): -0.382, atom 85 (S): 0.841, atom 86 (O): -0.725, atom 87 (O): -0.628, atom 88 (F): -0.200, atom 89 (N): -0.328, atom 90 (S): 1.019, atom 91 (O): -0.661, atom 92 (O): -0.607, atom 93 (F): -0.343, atom 94 (S): 0.967, atom 95 (O): -0.547, atom 96 (O): -0.531, atom 97 (F): -0.015, atom 98 (N): -0.325, atom 99 (S): 0.994



no.,E (Eh)
1,-3977.6761
2,-403.2777
3,-8023.2456